1.
The following is a DFT calculation (ωB97M-V with the def2-TZVPD basis set) of 3 unconnected molecules or ions with the total composition C12H25BBrF3O11S2.

Output
Strongest force on any atom = 0.906 eV/A
Frontier orbital gap = 10.13 eV
HOMO level = -9.88 eV
Structure (SMILES) = O=C(C[C@@H](O)C(F)(F)F)O[C@H](Br)CB(O)O.CCOS(C)(=O)=O.CCOS(C)(=O)=O
Lowest unoccupied orbital energy = 0.009 hartree

The geometry in XYZ format:
```
55
Properties=species:S:1:pos:R:3:forces:R:3:nbo_charge:R:1
Br -0.69253 -1.68186 -2.20666 0.013 -0.026 0.005 -0.010
S -1.06326 5.44100 0.90817 0.264 -0.040 -0.115 2.386
S 0.37233 -5.87857 -0.38163 0.018 -0.199 -0.184 2.390
F 2.12478 1.62350 -0.90535 -0.223 -0.076 -0.318 -0.305
F 3.78116 2.62956 0.01449 0.385 0.352 -0.055 -0.314
F 2.09483 2.06978 1.20395 -0.288 -0.254 0.385 -0.329
O 4.45755 0.16188 -0.60291 0.130 -0.248 0.394 -0.695
O -2.31319 5.10961 0.28196 -0.151 -0.029 0.026 -0.967
O 0.75467 -0.93152 2.07933 -0.280 -0.335 0.704 -0.534
O -0.27763 -4.61724 -0.56823 0.022 0.081 0.172 -0.949
O -0.40973 -6.99719 -1.19078 0.099 0.069 -0.029 -0.723
O -0.13607 6.15768 -0.16754 -0.004 -0.106 0.092 -0.720
O 0.62588 -6.35519 0.94408 -0.031 0.079 0.057 -0.939
O -1.96586 1.65400 -0.71543 -0.827 -0.367 0.044 -0.912
O -1.06913 6.20893 2.11560 -0.124 -0.020 0.005 -0.937
O 0.35219 -0.42740 -0.05871 0.120 -0.310 -0.183 -0.559
O -2.05305 1.30814 1.67504 -0.724 -0.077 -0.078 -0.941
C -0.69604 7.27158 -0.89674 -0.134 0.300 -0.204 -0.076
C 3.56066 0.34588 0.49225 0.267 -0.138 -0.488 0.026
C 2.87301 1.67393 0.18794 0.205 -0.198 0.002 0.958
C 1.85336 -5.90860 -1.32893 0.029 -0.022 -0.038 -0.886
C -2.79719 -6.62770 -0.71463 0.087 0.144 -0.013 -0.641
C -0.71855 8.54772 -0.08143 -0.011 -0.068 0.147 -0.641
C -1.60285 -7.54913 -0.58437 -0.338 -0.154 0.154 -0.077
C -0.10812 3.98959 1.12427 0.082 0.071 -0.027 -0.897
C 1.17061 -0.74300 0.98291 0.227 0.309 -0.348 0.810
C -0.74058 -1.33255 -0.28282 -0.339 0.166 -0.062 0.092
C 2.63998 -0.89232 0.61829 0.115 -0.211 0.254 -0.547
C -2.10174 -0.75751 0.13715 0.486 0.024 -0.008 -0.834
B -2.05179 0.81539 0.37443 0.300 0.235 -0.088 1.187
H -1.01758 9.38226 -0.71658 0.017 -0.018 -0.034 0.216
H -1.39260 -7.79554 0.45706 0.081 0.060 -0.009 0.202
H -0.59959 3.40405 1.89595 -0.038 -0.065 0.012 0.270
H 2.71791 -1.45304 -0.32198 -0.136 0.306 0.119 0.254
H -2.84080 -0.95362 -0.64743 0.119 -0.100 0.206 0.254
H 0.26852 8.75413 0.33207 0.011 0.022 -0.047 0.218
H 0.89289 4.26844 1.43930 -0.023 0.066 -0.003 0.257
H -1.41993 8.47736 0.74851 -0.007 -0.007 -0.015 0.228
H 4.14543 0.50353 1.40652 -0.330 0.027 0.003 0.198
H 1.60536 -5.70737 -2.36772 -0.014 0.017 0.010 0.258
H 2.49539 -5.12399 -0.93463 -0.025 0.007 0.024 0.250
H -0.09000 3.43879 0.18793 -0.008 -0.020 0.001 0.265
H -2.53398 2.43797 -0.67219 0.621 0.178 0.201 0.509
H -2.93822 -6.32792 -1.75292 -0.026 -0.045 -0.005 0.220
H -2.40717 -1.26176 1.06197 0.041 0.119 -0.171 0.245
H -0.05043 7.38053 -1.76602 0.065 -0.096 0.046 0.195
H -1.77289 -8.48114 -1.11932 0.104 0.031 -0.072 0.196
H -3.69429 -7.14267 -0.36991 0.014 -0.037 -0.010 0.219
H -0.53319 -2.29184 0.19504 0.024 0.175 -0.125 0.226
H 5.18230 -0.40787 -0.30692 -0.219 0.221 -0.146 0.478
H 3.03751 -1.52490 1.42394 -0.017 0.163 -0.265 0.241
H -2.66969 -5.72373 -0.12091 0.003 -0.017 0.012 0.227
H 2.32270 -6.88156 -1.21446 -0.009 0.000 0.005 0.253
H -2.87990 1.71909 1.96163 0.374 0.127 -0.003 0.505
H -1.69149 7.00245 -1.25262 0.003 -0.069 0.064 0.199
```
Positions in Å, forces in eV/Å.


2.
The following is a DFT calculation (ωB97M-V with the def2-TZVPD basis set) of a molecular structure, C12H25BFO7PSZr at a distorted geometry.

Output
Charge = +4
Strongest force on any atom = 9.681 eV/A
Frontier orbital gap = 2.94 eV
HOMO level = -21.60 eV
Lowest unoccupied orbital energy = -0.686 hartree

The geometry in XYZ format:
```
49
Properties=species:S:1:pos:R:3:forces:R:3:nbo_charge:R:1
Zr 3.81930 3.23155 1.76216 0.339 -0.433 0.005 1.866
S -0.03628 -3.37405 0.79716 5.695 -5.448 5.622 2.186
P -2.40171 -2.81376 -1.01159 -5.005 -4.226 -0.566 1.179
F -2.10623 1.67007 1.50544 -1.592 -3.433 0.352 -0.368
O -1.31546 0.70628 -2.06552 2.789 -1.826 1.845 -0.703
O -1.38373 -2.51718 1.41476 0.516 0.827 -3.513 -0.530
O -0.18772 -4.85935 0.38606 -1.007 6.118 -0.293 -0.541
O 0.50369 -2.24454 -0.38204 -2.409 -2.001 2.266 -0.602
O -3.21511 -3.93712 -0.18925 2.612 3.041 -2.042 -0.511
O 0.35492 -1.06167 -2.76836 -3.946 0.344 2.718 -0.901
O 0.91802 -3.50701 2.04769 -3.679 1.943 -4.881 -0.649
C 4.39426 0.87184 -0.17278 1.344 -2.920 -0.058 -0.278
C 1.77629 0.83250 0.26939 0.082 -1.002 -0.397 -0.361
C -4.50153 1.05275 1.95551 0.464 0.554 -1.466 -0.618
C 5.27999 0.08425 1.00615 -0.238 0.539 0.239 -0.673
C -0.89699 3.15872 -1.34288 0.765 -0.035 0.435 -0.641
C 0.69803 -0.22737 0.95030 0.295 2.037 1.903 -0.453
C -3.01810 -0.57263 0.49500 -1.327 -0.684 0.270 -0.520
C -0.27262 -0.98457 -0.13218 0.442 -0.828 -0.169 -0.179
C 2.98968 0.05091 -0.54719 0.799 1.793 -0.050 -0.456
C -0.56939 1.92376 -2.42011 -0.244 2.347 -1.189 -0.108
C -2.95242 0.44810 1.77597 -0.160 1.262 1.476 0.226
C -1.73178 -1.57567 0.33516 1.506 2.381 2.598 0.140
B -0.42648 -0.40185 -1.66310 0.593 1.433 -4.174 1.283
H 0.10754 0.41186 1.76580 0.831 -1.491 -1.988 0.278
H -5.28070 0.23191 2.25324 1.664 1.590 -0.505 0.285
H -1.01964 2.30130 -3.45691 0.969 -0.930 2.094 0.290
H 0.58684 1.76047 -2.57401 -2.302 0.022 0.434 0.202
H -4.40022 1.93934 2.71343 -0.107 -1.829 -1.134 0.312
H -0.61158 2.79191 -0.25172 -0.872 0.595 -2.101 0.189
H 2.31702 1.35865 1.19497 -0.867 -0.799 -0.932 0.077
H 1.27472 1.69726 -0.33828 0.870 -1.766 1.000 0.253
H 5.88532 0.86879 1.67182 -1.039 -1.505 -1.260 0.207
H 2.86649 0.14269 -1.72647 0.010 -0.432 2.624 0.283
H 4.58502 -0.54214 1.71544 1.352 1.210 -1.381 0.238
H 1.36879 -0.97741 1.59282 -1.821 1.208 -1.725 0.294
H -3.41734 -2.15968 -1.84796 1.174 -0.083 0.615 0.126
H -2.01747 3.49294 -1.38993 2.244 -0.777 0.093 0.280
H -1.35549 -3.40151 -1.80843 -0.062 0.385 0.530 0.130
H 4.18979 1.94828 0.24615 -0.160 -0.463 -0.970 -0.073
H -3.97196 -1.26727 0.67376 2.060 1.414 -0.166 0.315
H -0.35680 -1.50817 -3.34946 1.830 1.237 0.397 0.530
H -2.59145 -0.08182 2.78291 -0.425 1.286 -2.393 0.249
H 6.09275 -0.61692 0.52827 -1.661 1.426 0.871 0.326
H -4.74915 1.55407 0.90112 0.220 -1.178 2.357 0.249
H -0.19547 4.10273 -1.54654 -1.624 -2.159 0.013 0.259
H 5.09520 0.98605 -1.10467 -1.489 0.306 1.783 0.310
H -3.26907 0.07151 -0.45106 1.047 -1.276 1.531 0.328
H 3.14818 -1.05877 -0.19998 -0.479 2.226 -0.718 0.275
```
Positions in Å, forces in eV/Å.


3.
The following is a DFT calculation (ωB97M-V with the def2-TZVPD basis set) of a single C12H25BINOS2 molecule at a distorted geometry.

Output
Strongest force on any atom = 1.379 eV/A
Frontier orbital gap = 8.69 eV
HOMO level = -8.46 eV
Structure (SMILES) = CCCCN(CCCCB(O)I)C(=S)SCCC
Lowest unoccupied orbital energy = 0.009 hartree

The geometry in XYZ format:
```
43
Properties=species:S:1:pos:R:3:forces:R:3:nbo_charge:R:1
I -1.57484 3.63801 -4.63717 -0.086 -0.066 0.048 -0.107
S 0.97145 -0.61667 2.54504 -0.208 -0.085 -0.113 0.231
S 3.35522 -0.57518 0.75616 0.164 0.215 -0.256 -0.085
O -1.81690 3.01164 -1.64048 -0.096 0.269 -0.434 -0.942
N 0.87012 -1.28387 -0.00147 1.131 -0.789 -0.031 -0.478
C 1.76376 0.88376 3.17251 -0.016 -0.023 0.344 -0.522
C 1.75564 -0.83894 0.95512 -0.269 0.175 0.206 -0.062
C 0.93643 2.13676 2.91940 0.105 -0.057 -0.410 -0.411
C 0.47382 2.30493 -2.50933 -0.260 -0.244 -0.054 -0.832
C -1.31388 -2.27039 0.81139 0.136 -0.015 -0.208 -0.408
C -3.76774 -2.81151 0.41350 0.483 -0.095 -0.030 -0.611
C 0.15428 -2.52359 0.39955 -0.893 0.520 0.662 -0.221
C 0.29858 0.88626 -1.92236 -0.218 0.216 -0.179 -0.380
C 1.57676 0.06872 -1.96922 0.073 0.007 0.263 -0.413
C 1.38690 -1.31930 -1.37439 -0.431 0.088 -0.316 -0.213
C 0.98455 2.59492 1.44428 -0.064 -0.248 0.334 -0.626
C -2.31686 -3.01972 -0.06665 -0.059 0.504 0.432 -0.396
B -0.94438 2.93665 -2.69031 0.230 -0.150 0.102 0.861
H 0.60743 -1.80352 -1.96631 -0.020 -0.115 0.025 0.197
H 1.02410 2.91626 -1.78627 0.185 0.025 -0.043 0.239
H -0.09930 1.95675 3.20143 -0.020 0.019 0.215 0.208
H -2.21302 -2.62034 -1.07580 0.060 -0.320 -0.202 0.196
H -0.07329 0.97787 -0.90242 0.080 -0.083 0.071 0.217
H -0.49377 0.36178 -2.46911 0.031 -0.085 -0.064 0.193
H 1.91278 -0.06442 -2.99873 -0.019 0.057 -0.099 0.211
H 2.75626 0.95610 2.73387 0.049 -0.067 -0.017 0.249
H -1.45903 -2.54480 1.85742 -0.003 -0.079 0.034 0.203
H -4.28102 -3.76165 0.53387 -0.179 0.000 -0.084 0.211
H 0.66551 -2.97691 1.24846 0.221 -0.111 -0.121 0.206
H 1.31366 3.62855 1.37807 0.019 0.070 -0.156 0.213
H -4.31197 -2.18409 -0.28643 -0.192 -0.007 0.023 0.211
H 1.33542 2.90927 3.57692 -0.065 0.127 0.010 0.207
H -2.04744 -4.07507 -0.05257 -0.050 -0.098 -0.220 0.194
H 0.01010 2.49907 0.96746 -0.052 0.076 -0.022 0.207
H -1.62833 3.75074 -1.05980 -0.074 0.016 0.394 0.516
H 1.89050 0.72028 4.24226 -0.014 -0.051 0.037 0.227
H -1.49167 -1.19618 0.75985 -0.093 0.050 -0.032 0.218
H -3.76437 -2.31479 1.38263 -0.115 0.034 0.065 0.204
H 1.03399 2.25126 -3.44015 0.108 0.145 -0.021 0.232
H 1.67085 1.96256 0.88200 0.113 0.128 -0.105 0.214
H 2.28978 -1.92756 -1.45961 0.133 0.031 0.122 0.211
H 2.36871 0.60633 -1.44745 0.046 -0.019 -0.028 0.220
H 0.19116 -3.22998 -0.42519 0.130 0.034 -0.138 0.212
```
Positions in Å, forces in eV/Å.


4.
The following is a DFT calculation (ωB97M-V with the def2-TZVPD basis set) of 3 unconnected molecules or ions with the total composition C12H25ClFO10PS2 at a distorted geometry.

Output
Strongest force on any atom = 3.133 eV/A
Frontier orbital gap = 10.06 eV
HOMO level = -10.53 eV
Structure (SMILES) = CS(=O)(=O)P(CCCCl)S(=O)(=O)F.CCOC(=O)OC.CCOC(=O)OC
Lowest unoccupied orbital energy = -0.017 hartree

The geometry in XYZ format:
```
52
Properties=species:S:1:pos:R:3:forces:R:3:nbo_charge:R:1
Cl -4.54527 0.75970 2.45279 0.063 -0.144 -0.107 -0.058
S 0.61905 1.90815 1.85445 1.558 2.700 -0.316 2.101
S 1.56932 -1.30794 2.11210 -0.139 -1.219 -2.573 1.868
P 0.48946 0.24863 3.19762 -0.222 0.035 1.250 0.359
F 0.27303 1.47180 0.37040 -0.069 -0.011 0.679 -0.468
O -5.05647 -3.06359 -2.04127 0.076 0.038 0.082 -0.494
O 4.72451 5.61212 -0.72029 -0.010 0.050 -0.034 -0.646
O 2.01274 2.29951 1.86592 -1.160 -1.231 -0.257 -0.897
O -3.43383 -4.63498 -2.18193 0.009 -0.039 0.015 -0.641
O 2.01848 -0.82109 0.81418 -0.012 0.181 1.299 -0.915
O 6.72410 5.17111 -1.67609 -0.010 0.009 0.003 -0.498
O 5.35667 3.53365 -1.35502 0.089 -0.006 0.035 -0.496
O 0.72996 -2.50428 2.03972 0.452 0.937 0.990 -0.935
O -0.29417 2.95503 2.23105 -0.223 -1.527 -0.290 -0.883
O -4.07727 -3.70032 -0.22737 0.079 0.008 0.056 -0.504
C -3.48915 -0.65159 2.16984 0.556 -0.306 0.185 -0.370
C 4.09136 3.00936 -0.91572 -0.437 -0.178 0.064 -0.074
C 3.00402 -1.63121 3.15800 -0.539 0.144 0.099 -0.857
C -5.25794 -3.14293 -3.46050 -0.150 -0.008 -0.430 -0.071
C -2.02160 -0.25137 1.90244 -0.555 -0.368 0.662 -0.429
C 7.01620 6.56755 -1.62104 0.144 0.162 -0.028 -0.256
C 5.51547 4.84648 -1.20551 0.049 -0.155 0.048 0.981
C -3.14897 -4.55983 0.43976 0.165 -0.067 0.203 -0.258
C -1.22617 -0.39835 3.22272 -0.308 -0.046 -1.187 -0.731
C 3.00848 3.25935 -1.94324 0.062 0.200 -0.139 -0.638
C -6.10832 -4.33805 -3.83529 0.019 -0.161 0.192 -0.639
C -4.12255 -3.87754 -1.55213 -0.115 0.124 -0.031 0.981
H -3.50530 -5.58844 0.41848 0.052 -0.013 -0.086 0.192
H -3.88128 -1.28743 1.38011 -0.242 0.357 -0.180 0.234
H 3.82544 3.42403 0.05519 0.068 0.133 -0.041 0.206
H -4.29698 -3.15751 -3.97372 0.056 -0.085 0.114 0.197
H 3.31132 2.87258 -2.91760 -0.026 -0.105 0.042 0.209
H 6.86114 6.96112 -0.61883 -0.100 -0.010 -0.011 0.197
H 2.94490 -2.68178 3.42903 0.113 -0.047 -0.100 0.263
H -7.04623 -4.32737 -3.27853 -0.031 0.079 -0.065 0.212
H -5.76573 -2.21947 -3.73268 0.006 0.049 0.180 0.191
H -6.33212 -4.32496 -4.90179 0.003 0.038 -0.005 0.219
H -1.99500 0.77399 1.54079 0.078 -0.067 -0.189 0.232
H -3.09003 -4.22466 1.47236 -0.145 0.099 -0.034 0.188
H 3.88822 -1.37662 2.58336 0.008 -0.047 -0.061 0.271
H 8.06245 6.67781 -1.89289 -0.008 -0.136 -0.035 0.193
H 2.81675 4.32610 -2.05731 -0.023 -0.001 0.088 0.222
H 2.93459 -1.01846 4.05522 0.049 0.025 -0.046 0.254
H -5.59595 -5.27114 -3.60308 0.061 0.028 -0.051 0.224
H -1.61716 -0.95070 1.17160 0.172 0.228 -0.178 0.232
H -1.80833 0.02232 4.04285 0.378 0.332 0.125 0.259
H -1.12075 -1.47021 3.41977 0.184 0.043 0.108 0.270
H -2.15997 -4.49528 -0.00863 -0.042 -0.043 -0.095 0.204
H -3.52100 -1.24492 3.08382 -0.161 0.007 0.001 0.202
H 2.08129 2.77219 -1.64184 0.019 -0.035 0.022 0.220
H 6.39922 7.11053 -2.33576 -0.064 0.022 0.077 0.188
H 4.23937 1.93892 -0.78550 0.220 0.030 -0.053 0.192
```
Positions in Å, forces in eV/Å.